Formula: C27H32N6O2STeW
Source: the Open Molecules 2025 dataset
Level of theory: ωB97M-V/def2-TZVPD

Results
total charge: +3
multiplicity: 2
calculated total energy: -2259.4558 Ha
LUMO level (alpha / beta): -0.3457 / -0.3372 Ha
F_max: 0.481 eV/A
HOMO energy (alpha / beta): -16.0887 / -16.0251 eV
ΔE to the lowest compared entry with this formula, charge and spin: 0.0 kJ/mol

Last column: Mulliken spin population.
Element x y z (Å)
W: -0.919 -1.240 0.746  0.948
N: -5.047 -0.697 1.162  0.008
C: -4.956 0.392 0.297  0.001
C: -5.919 1.268 -0.188  0.001
C: -5.473 2.244 -1.052  0.000
C: -4.119 2.341 -1.423  -0.001
C: -3.170 1.467 -0.938  0.001
C: -3.608 0.483 -0.056  0.004
N: -2.916 -0.540 0.600  -0.009
C: -3.828 -1.213 1.306  0.009
C: -3.376 -2.341 2.103  0.018
C: -4.021 -3.198 2.926  -0.002
S: -2.915 -4.318 3.599  0.006
C: -1.645 -3.584 2.774  0.003
N: -2.001 -2.565 2.013  0.001
H: -5.894 -1.031 1.597  0.000
H: -6.961 1.190 0.089  0.000
H: -6.180 2.952 -1.461  0.000
H: -3.822 3.119 -2.113  0.000
H: -2.135 1.543 -1.248  -0.001
H: -5.069 -3.241 3.176  0.000
H: -0.622 -3.918 2.856  0.000
C: 2.093 -3.972 1.720  0.001
Te: 1.803 -1.915 1.257  -0.036
C: 2.841 -1.961 -0.598  0.012
H: 1.554 -4.617 1.032  0.000
H: 1.766 -4.141 2.744  0.000
H: 3.160 -4.171 1.663  -0.001
H: 3.901 -2.047 -0.373  0.000
H: 2.641 -1.012 -1.094  0.000
H: 2.521 -2.811 -1.194  0.000
C: 4.356 2.959 -1.899  0.000
C: 2.956 3.548 -1.979  0.000
N: 2.219 3.431 -0.707  -0.001
C: 2.001 4.668 0.056  0.001
C: 3.273 5.217 0.679  0.000
C: 1.722 2.242 -0.396  -0.001
O: 1.771 1.245 -1.130  0.001
C: 1.088 1.979 0.960  -0.025
C: 1.488 2.406 2.226  0.019
C: 0.926 1.829 3.362  -0.017
C: 0.012 0.800 3.234  0.023
N: -0.397 0.410 2.018  0.022
C: 0.113 1.010 0.943  -0.044
H: 4.861 3.082 -2.856  0.000
H: 4.314 1.894 -1.672  0.000
H: 4.953 3.458 -1.137  0.000
H: 2.374 3.049 -2.752  0.000
H: 2.994 4.610 -2.219  0.000
H: 1.232 4.490 0.806  0.000
H: 1.581 5.398 -0.638  0.000
H: 3.739 4.498 1.356  0.000
H: 3.049 6.125 1.238  0.000
H: 4.007 5.474 -0.084  0.000
H: 2.258 3.159 2.336  0.002
H: 1.235 2.147 4.348  0.000
H: -0.394 0.274 4.087  -0.002
H: -0.272 0.679 -0.047  0.036
O: -0.835 -1.785 -1.117  0.016
N: -0.165 -2.700 -1.878  0.016
C: 0.364 -2.246 -3.023  0.000
C: 0.992 -3.133 -3.871  0.001
C: 1.056 -4.476 -3.524  0.000
C: 0.487 -4.905 -2.329  0.000
C: -0.131 -3.990 -1.510  -0.002
H: 0.256 -1.186 -3.203  0.000
H: 1.417 -2.767 -4.794  0.000
H: 1.537 -5.186 -4.183  0.000
H: 0.504 -5.947 -2.040  0.000
H: -0.625 -4.231 -0.580  -0.006